# 1
{"formula": "C55H69I2NO9", "method": "ωB97M-V/def2-TZVPD", "symbols": ["C", "C", "O", "C", "C", "O", "C", "C", "C", "C", "C", "C", "C", "C", "C", "C", "C", "C", "C", "O", "C", "C", "O", "C", "C", "C", "O", "N", "C", "C", "C", "I", "C", "C", "I", "H", "H", "H", "H", "H", "H", "H", "H", "H", "H", "H", "H", "H", "H", "H", "H", "H", "H", "H", "H", "H", "H", "H", "H", "H", "H", "H", "H", "H", "H", "H", "H", "H", "H", "H", "H", "H", "H", "H", "H", "H", "H", "H", "H", "H", "H", "H", "H", "H", "H", "H", "H", "H", "C", "C", "C", "C", "C", "C", "C", "O", "C", "C", "C", "C", "C", "C", "C", "O", "H", "H", "H", "H", "H", "H", "H", "H", "C", "C", "C", "C", "C", "C", "C", "O", "C", "C", "C", "C", "C", "C", "C", "O", "H", "H", "H", "H", "H", "H", "H", "H"], "xyz": [[2.767, 3.140, -1.227], [3.501, 1.858, -0.805], [3.679, 0.920, -1.861], [2.483, 0.387, -2.351], [2.457, -1.182, -2.223], [3.543, -1.583, -1.437], [4.696, -1.973, -2.155], [5.520, -2.918, -1.308], [6.154, -2.278, -0.069], [6.941, -0.974, -0.335], [8.390, -0.974, 0.182], [8.705, 0.063, 1.278], [8.118, 1.466, 1.057], [7.214, 1.896, 2.230], [7.046, 3.412, 2.376], [6.879, 3.870, 3.824], [8.095, 3.561, 4.722], [7.713, 3.045, 6.116], [8.862, 2.306, 6.801], [8.605, 0.918, 6.847], [9.773, 0.207, 7.208], [1.173, -1.708, -1.515], [1.426, -2.850, -0.728], [1.741, -4.023, -1.445], [2.171, -5.085, -0.420], [1.030, -6.067, -0.202], [1.165, -7.271, -0.318], [-0.215, -5.454, 0.109], [-1.374, -6.284, -0.230], [-0.251, -4.967, 1.489], [-0.016, -1.971, -2.449], [-0.652, -0.232, -3.542], [-1.177, -2.537, -1.610], [-1.669, -1.626, -0.498], [-2.809, -3.185, -2.873], [2.263, 3.031, -2.184], [1.997, 3.368, -0.490], [3.459, 3.976, -1.265], [4.506, 2.118, -0.482], [2.980, 1.344, 0.007], [1.602, 0.784, -1.841], [2.347, 0.640, -3.405], [2.493, -1.607, -3.232], [5.250, -1.074, -2.440], [4.445, -2.474, -3.100], [4.823, -3.684, -0.951], [6.256, -3.436, -1.923], [5.413, -2.143, 0.718], [6.864, -3.006, 0.333], [6.977, -0.816, -1.413], [6.355, -0.146, 0.062], [8.627, -1.957, 0.594], [9.085, -0.841, -0.648], [9.792, 0.173, 1.302], [8.437, -0.347, 2.251], [8.899, 2.222, 0.976], [7.531, 1.519, 0.140], [7.685, 1.513, 3.139], [6.246, 1.396, 2.164], [6.113, 3.684, 1.870], [7.832, 3.978, 1.877], [5.990, 3.422, 4.272], [6.722, 4.950, 3.843], [8.789, 2.864, 4.253], [8.645, 4.492, 4.879], [7.465, 3.897, 6.751], [6.830, 2.407, 6.073], [9.020, 2.667, 7.825], [9.790, 2.522, 6.256], [10.538, 0.355, 6.441], [10.171, 0.586, 8.156], [9.526, -0.845, 7.307], [0.859, -0.944, -0.801], [0.888, -4.419, -2.002], [2.574, -3.866, -2.136], [2.458, -4.602, 0.510], [2.978, -5.682, -0.839], [-1.141, -7.005, -1.005], [-1.776, -6.799, 0.646], [-2.160, -5.629, -0.614], [0.088, -5.731, 2.196], [0.390, -4.092, 1.598], [-1.267, -4.669, 1.733], [0.212, -2.717, -3.208], [-0.822, -3.453, -1.141], [-1.013, -1.686, 0.373], [-1.737, -0.580, -0.794], [-2.660, -1.922, -0.169], [-5.276, -2.834, 1.570], [-5.308, -2.189, 0.338], [-5.865, -0.927, 0.229], [-6.403, -0.308, 1.350], [-6.392, -0.964, 2.583], [-5.818, -2.225, 2.690], [-7.003, -0.338, 3.789], [-6.989, -0.904, 4.861], [-7.640, 1.001, 3.637], [-8.264, 1.584, 4.732], [-8.849, 2.832, 4.612], [-8.807, 3.510, 3.398], [-8.191, 2.933, 2.301], [-7.612, 1.675, 2.414], [-6.980, 1.057, 1.217], [-6.937, 1.649, 0.156], [-4.832, -3.818, 1.654], [-4.891, -2.667, -0.539], [-5.887, -0.419, -0.726], [-5.802, -2.724, 3.649], [-8.290, 1.054, 5.674], [-9.339, 3.282, 5.465], [-9.261, 4.488, 3.308], [-8.159, 3.452, 1.353], [-10.341, 1.672, -8.419], [-9.430, 0.621, -8.411], [-8.522, 0.497, -7.374], [-8.513, 1.429, -6.344], [-9.414, 2.495, -6.362], [-10.333, 2.607, -7.398], [-9.397, 3.532, -5.291], [-10.186, 4.454, -5.306], [-8.382, 3.405, -4.210], [-8.311, 4.385, -3.228], [-7.381, 4.275, -2.208], [-6.522, 3.183, -2.158], [-6.585, 2.207, -3.137], [-7.507, 2.316, -4.169], [-7.539, 1.269, -5.227], [-6.792, 0.313, -5.186], [-11.056, 1.763, -9.227], [-9.431, -0.102, -9.216], [-7.814, -0.320, -7.359], [-11.036, 3.429, -7.400], [-8.984, 5.230, -3.269], [-7.325, 5.041, -1.446], [-5.803, 3.097, -1.360], [-5.918, 1.357, -3.107]], "homo_lumo_gap_ev": 8.00, "homo_energy_ev": -9.11, "e_lumo_ev": -1.1124}

=====

# 2
{"formula": "C55H83B2N4O24V", "method": "ωB97M-V/def2-TZVPD", "symbols": ["V", "N", "H", "H", "H", "H", "O", "C", "O", "B", "O", "C", "O", "O", "C", "O", "C", "O", "O", "O", "C", "O", "B", "O", "C", "O", "O", "C", "O", "C", "O", "O", "C", "C", "C", "O", "C", "H", "H", "H", "H", "H", "H", "H", "H", "C", "C", "C", "O", "C", "H", "H", "H", "H", "H", "H", "H", "H", "C", "C", "C", "O", "C", "H", "H", "H", "H", "H", "H", "H", "H", "C", "C", "C", "O", "C", "H", "H", "H", "H", "H", "H", "H", "H", "C", "C", "C", "O", "C", "H", "H", "H", "H", "H", "H", "H", "H", "C", "C", "C", "O", "C", "H", "H", "H", "H", "H", "H", "H", "H", "C", "C", "C", "O", "C", "H", "H", "H", "H", "H", "H", "H", "H", "C", "C", "C", "O", "C", "H", "H", "H", "H", "H", "H", "H", "H", "N", "C", "C", "C", "C", "C", "H", "H", "H", "H", "H", "N", "C", "C", "C", "C", "C", "H", "H", "H", "H", "H", "N", "C", "C", "C", "C", "C", "H", "H", "H", "H", "H"], "xyz": [[-3.485, 0.643, 4.102], [5.792, -2.259, -0.771], [4.829, -2.332, -0.476], [5.944, -1.284, -0.988], [5.939, -2.871, -1.561], [6.404, -2.534, -0.016], [2.322, 1.197, -2.481], [1.640, 0.635, -1.598], [0.462, 0.985, -1.061], [-0.077, -0.155, -0.238], [1.122, -0.974, 0.009], [2.040, -0.655, -0.878], [3.089, -1.259, -1.076], [-0.595, 0.388, 1.082], [-1.900, 0.066, 1.146], [-2.610, 0.231, 2.112], [-2.292, -0.820, -0.064], [-1.159, -0.973, -0.775], [-3.475, -1.194, -0.283], [4.619, -2.280, 5.669], [3.846, -1.326, 5.579], [2.642, -1.228, 6.104], [2.002, 0.022, 5.700], [3.082, 0.770, 4.952], [4.124, -0.048, 4.763], [5.171, 0.183, 4.140], [1.321, 0.683, 6.854], [-0.014, 0.692, 6.698], [-0.928, 1.044, 7.426], [-0.275, 0.151, 5.262], [0.859, -0.215, 4.744], [-1.348, 0.116, 4.725], [-5.696, -3.804, 0.170], [-4.393, -4.542, 0.207], [-4.713, -5.782, 0.951], [-6.069, -5.790, 1.202], [-6.787, -4.905, 0.237], [-5.791, -3.217, -0.744], [-5.820, -3.193, 1.065], [-3.581, -3.943, 0.620], [-4.100, -4.760, -0.820], [-4.024, -5.877, 1.790], [-4.456, -6.642, 0.332], [-7.787, -4.734, 0.636], [-6.864, -5.548, -0.639], [-0.181, -0.361, -4.895], [-1.241, 0.039, -3.990], [-2.423, -0.860, -4.355], [-1.947, -1.733, -5.387], [-0.868, -1.060, -6.065], [0.497, -1.033, -4.369], [0.372, 0.555, -5.100], [-1.573, 1.060, -4.177], [-0.950, 0.034, -2.940], [-3.278, -0.268, -4.680], [-2.665, -1.510, -3.514], [-1.240, -0.439, -6.880], [-0.089, -1.682, -6.504], [3.351, -3.724, -4.526], [3.454, -2.259, -4.679], [4.919, -1.969, -4.419], [5.312, -3.035, -3.500], [4.263, -3.959, -3.352], [3.720, -4.208, -5.430], [2.348, -4.117, -4.363], [2.816, -1.860, -3.890], [2.980, -1.793, -5.543], [5.029, -1.021, -3.892], [5.532, -1.956, -5.320], [3.638, -3.773, -2.479], [4.639, -4.974, -3.227], [-1.756, -4.211, -2.418], [-1.581, -5.444, -1.581], [-0.414, -6.186, -2.153], [0.234, -5.235, -3.025], [-0.271, -3.881, -2.861], [-2.197, -3.381, -1.865], [-2.305, -4.311, -3.354], [-2.394, -6.167, -1.650], [-1.407, -5.179, -0.538], [-0.629, -7.072, -2.751], [0.307, -6.444, -1.378], [-0.305, -3.303, -3.784], [0.218, -3.294, -2.084], [3.164, -4.455, 2.710], [2.832, -5.290, 1.512], [3.375, -4.523, 0.340], [4.062, -3.397, 0.894], [3.528, -3.058, 2.193], [4.050, -4.951, 3.107], [2.306, -4.429, 3.381], [1.755, -5.362, 1.358], [3.229, -6.285, 1.711], [2.664, -4.239, -0.436], [4.084, -5.210, -0.123], [2.623, -2.480, 2.005], [4.169, -2.370, 2.745], [-1.253, 5.074, -3.000], [-0.202, 4.146, -2.430], [-0.195, 4.362, -0.909], [-0.751, 5.737, -0.843], [-0.976, 6.318, -2.142], [-2.260, 4.820, -2.667], [-1.171, 5.325, -4.058], [0.784, 4.417, -2.809], [-0.291, 3.117, -2.777], [0.813, 4.381, -0.493], [-0.824, 3.656, -0.368], [-0.157, 6.936, -2.510], [-1.755, 7.080, -2.145], [-4.530, 3.169, -2.212], [-4.721, 4.228, -1.207], [-3.735, 4.026, -0.063], [-3.528, 2.632, -0.250], [-3.502, 2.257, -1.615], [-4.247, 3.518, -3.206], [-5.477, 2.658, -2.389], [-5.762, 4.238, -0.886], [-4.682, 5.239, -1.611], [-4.142, 4.158, 0.939], [-2.876, 4.695, -0.128], [-3.803, 1.218, -1.748], [-2.486, 2.388, -1.989], [3.424, 4.089, 3.270], [3.866, 3.130, 2.221], [2.618, 2.345, 1.895], [1.526, 3.165, 2.228], [1.881, 3.941, 3.375], [3.777, 5.085, 3.004], [3.889, 3.823, 4.219], [4.697, 2.487, 2.510], [4.135, 3.652, 1.303], [2.599, 1.401, 2.440], [2.638, 2.056, 0.844], [1.548, 3.409, 4.266], [1.389, 4.912, 3.324], [-5.144, 1.339, 2.763], [-5.683, 2.572, 2.878], [-6.639, 3.130, 2.010], [-7.159, 2.323, 0.972], [-6.683, 1.045, 0.853], [-5.701, 0.596, 1.705], [-5.254, 3.295, 3.555], [-6.921, 4.164, 2.141], [-7.901, 2.702, 0.285], [-7.116, 0.379, 0.121], [-5.256, -0.374, 1.538], [6.290, 0.446, -0.481], [6.928, 1.072, 0.572], [7.033, 2.463, 0.737], [6.378, 3.285, -0.173], [5.617, 2.691, -1.184], [5.607, 1.273, -1.322], [7.452, 0.399, 1.233], [7.606, 2.920, 1.531], [6.375, 4.355, -0.029], [5.046, 3.239, -1.919], [5.009, 0.803, -2.088], [-2.640, 2.675, 4.046], [-2.157, 3.275, 2.934], [-1.594, 4.574, 2.859], [-1.347, 5.250, 4.075], [-1.830, 4.698, 5.284], [-2.525, 3.461, 5.174], [-2.148, 2.679, 2.033], [-1.301, 4.900, 1.873], [-0.820, 6.192, 4.028], [-1.732, 5.262, 6.200], [-2.815, 3.032, 6.122]], "s2": 6.010, "homo_lumo_gap_ev": [6.60, 1.95], "spin_multiplicity": 5, "homo_energy_ev": [-12.31, -12.31], "total_charge": 2, "e_lumo_ev": [-5.7101, -10.3562]}